# C31H39NO4

C31H39NO4 as an isolated structure in a non-equilibrium geometry (the ωB97M-V functional and the def2-TZVPD basis, the OMol25 dataset).

Summary:
* multiplicity: 1
* total energy: -1560.2958 hartree
* highest occupied orbital energy: -7.7 eV
* energy relative to the best compared isomer or geometry (same formula, charge and spin): 0.00 kJ/mol
* gap between HOMO and LUMO: 7.569 eV
* largest force on an atom: 4.90 eV Å⁻¹

Last column: Mulliken charge in e.
Cartesian coordinates (Å):
C  -3.89229  4.23709  1.83699  -1.261
C  -2.62743  3.50001  2.17055  -0.081
O  -2.70047  2.19276  1.48705  -0.190
C  -1.52290  1.50731  1.53540  -0.523
C  -1.52663  0.12022  0.91464  2.744
C  -1.55778  -0.85027  2.16062  -0.913
C  -0.33297  -0.77382  3.06580  -0.407
C  -0.35280  -1.72104  4.28796  -0.959
C  -1.59589  -1.58632  5.15712  -0.681
C  -2.85127  -1.70690  4.28972  -0.976
C  -2.83379  -0.76820  3.06741  -0.495
C  -2.76578  -0.26789  0.09507  -0.836
O  -3.16115  -1.42607  0.00178  -0.673
O  -3.32672  0.73760  -0.59661  -0.071
C  -4.33607  0.26589  -1.52166  -0.384
C  -4.88403  1.51642  -2.12059  -1.028
O  -0.56249  2.00311  2.14031  -0.677
H  -3.85895  5.22336  2.31393  0.398
H  -3.97733  4.39240  0.75564  0.212
H  -4.77255  3.70333  2.20720  0.331
H  -1.73524  4.02575  1.80149  0.226
H  -2.50998  3.32117  3.25665  0.413
H  -1.59284  -1.84843  1.69899  0.896
H  0.54835  -0.97788  2.44647  -0.044
H  -0.23804  0.26002  3.42588  0.384
H  -0.28002  -2.75925  3.93764  0.381
H  0.52387  -1.52778  4.90854  0.389
H  -1.59139  -2.34774  5.95197  0.373
H  -1.59696  -0.61636  5.67372  0.361
H  -2.96189  -2.75784  3.98148  0.393
H  -3.72775  -1.48144  4.90772  0.393
H  -2.93134  0.25854  3.45036  0.192
H  -3.72371  -0.98257  2.46322  0.248
H  -3.84036  -0.39392  -2.25522  0.275
H  -5.08429  -0.30712  -0.95077  0.418
H  -5.78279  1.26733  -2.67756  0.506
H  -5.11661  2.23951  -1.33742  0.196
H  -4.16029  1.96798  -2.79735  0.120
C  -0.38187  -0.03738  -4.20095  -1.939
C  -0.93795  1.11825  -3.46014  0.681
N  -1.32394  2.22624  -4.18481  0.334
C  -1.28634  2.37408  -5.63424  -1.032
C  -1.67995  3.25116  -3.32617  -0.416
C  -1.49887  2.76433  -2.00131  1.748
C  -1.51159  3.66308  -0.95045  0.180
C  -1.89604  4.98142  -1.19741  -0.994
C  -2.12792  5.44143  -2.50956  -0.968
C  -1.99933  4.57823  -3.61160  -1.120
C  -1.07806  1.38908  -2.05338  0.464
C  -0.65790  0.68474  -0.83576  -1.082
C  0.68722  1.01597  -0.35835  0.636
C  1.34587  2.21909  -0.67122  0.094
C  2.64285  2.46533  -0.23653  -1.351
C  3.36433  1.51079  0.48157  0.989
C  4.76776  1.75487  0.94062  -1.435
C  2.72234  0.30046  0.77749  -1.141
C  1.42897  0.03619  0.33830  -0.673
H  -0.08762  -0.83316  -3.50010  0.397
H  -1.13500  -0.43411  -4.90849  0.382
H  0.50046  0.24190  -4.81322  0.374
H  -1.82324  3.28989  -5.87586  0.363
H  -0.26131  2.47759  -6.00999  0.343
H  -1.77382  1.53392  -6.14279  0.331
H  -1.19860  3.29482  0.02329  0.252
H  -2.01450  5.67228  -0.36329  0.446
H  -2.41189  6.48485  -2.67738  0.370
H  -2.14075  4.91089  -4.63627  0.317
H  -0.84379  -0.40591  -0.89624  0.928
H  0.87578  2.97954  -1.29751  0.324
H  3.11909  3.42096  -0.45640  0.415
H  5.21996  0.81741  1.27637  0.365
H  5.37647  2.17485  0.13444  0.363
H  4.80732  2.46600  1.77404  0.287
H  3.23675  -0.45983  1.37145  0.264
H  0.97474  -0.95821  0.45729  0.855